{"formula": "C51H106F4N9O15S4", "method": "the ωB97M-V functional and the def2-TZVPD basis", "symbols": ["C", "C", "O", "N", "H", "H", "C", "H", "H", "H", "H", "H", "H", "C", "C", "O", "N", "H", "H", "C", "H", "H", "H", "H", "H", "H", "C", "C", "C", "C", "C", "C", "N", "O", "C", "C", "C", "H", "H", "H", "H", "H", "H", "H", "H", "H", "H", "H", "H", "H", "H", "H", "H", "H", "H", "C", "C", "C", "C", "C", "C", "N", "O", "C", "C", "C", "H", "H", "H", "H", "H", "H", "H", "H", "H", "H", "H", "H", "H", "H", "H", "H", "H", "H", "C", "C", "C", "C", "C", "C", "N", "O", "C", "C", "C", "H", "H", "H", "H", "H", "H", "H", "H", "H", "H", "H", "H", "H", "H", "H", "H", "H", "H", "C", "C", "C", "C", "C", "C", "N", "O", "C", "C", "C", "H", "H", "H", "H", "H", "H", "H", "H", "H", "H", "H", "H", "H", "H", "H", "H", "H", "H", "C", "C", "C", "C", "C", "C", "N", "O", "C", "C", "C", "H", "H", "H", "H", "H", "H", "H", "H", "H", "H", "H", "H", "H", "H", "H", "H", "H", "H", "N", "S", "O", "O", "F", "S", "O", "O", "F", "N", "S", "O", "O", "F", "S", "O", "O", "F"], "xyz": [[3.94523, 10.37292, 0.11189], [4.55763, 9.19568, 0.88895], [5.59894, 8.61962, 0.57914], [3.69428, 8.77705, 2.12507], [4.33168, 8.32678, 2.76622], [3.29093, 9.54684, 2.63970], [2.76115, 7.65213, 1.71689], [4.66102, 11.19025, 0.19981], [2.97818, 10.58075, 0.56982], [3.78125, 9.93586, -0.87309], [3.31854, 6.73744, 1.51501], [2.14420, 8.06355, 0.91801], [2.16212, 7.43966, 2.60241], [9.20065, -4.35601, -5.00600], [7.75323, -4.27128, -4.61664], [7.16937, -5.09778, -3.91286], [6.98960, -3.01377, -4.99599], [7.31629, -2.24053, -4.43432], [7.09736, -2.66516, -5.93778], [5.43608, -3.19158, -4.82474], [9.27000, -4.35843, -6.09379], [9.64677, -5.22560, -4.52341], [9.79646, -3.47617, -4.76310], [5.17203, -2.14234, -4.69254], [5.28071, -3.76329, -3.90979], [5.01089, -3.59070, -5.74562], [-4.05135, 5.18404, 8.79450], [-3.63308, 4.70682, 10.15792], [-2.09579, 4.92005, 10.29552], [-1.55321, 6.39224, 10.41598], [-2.38223, 7.17974, 11.44043], [-3.94923, 7.13802, 11.38077], [-4.32775, 5.71458, 11.06669], [-5.61887, 5.38829, 11.36918], [-4.38883, 8.08951, 10.21189], [-4.58373, 7.67168, 12.65630], [-4.00464, 3.20813, 10.39105], [-4.25421, 4.39168, 8.07401], [-3.29211, 5.81158, 8.32779], [-4.92138, 5.83919, 8.83865], [-1.59861, 4.55649, 9.39622], [-1.63935, 4.14954, 10.91688], [-1.72510, 6.76789, 9.40730], [-0.52834, 6.29772, 10.77487], [-1.97071, 8.18742, 11.49814], [-2.10186, 6.75374, 12.40377], [-4.16536, 7.82690, 9.17788], [-3.97811, 9.09532, 10.29988], [-5.46616, 8.24971, 10.16970], [-5.66976, 7.58060, 12.67559], [-4.55882, 8.75920, 12.58708], [-4.30496, 7.25138, 13.62261], [-3.60031, 2.90507, 11.35685], [-3.58434, 2.59006, 9.59767], [-5.08085, 3.04137, 10.43610], [4.26286, 5.92679, -9.70238], [3.94996, 6.37576, -8.25875], [2.84433, 7.46148, -8.37162], [1.48835, 6.99632, -8.69645], [1.12416, 6.19821, -7.42343], [2.01389, 4.93871, -7.14777], [3.51384, 5.22596, -7.38408], [4.54537, 4.37348, -6.86684], [1.71332, 3.78994, -8.04199], [1.88611, 4.65615, -5.59191], [5.13539, 7.01788, -7.67015], [3.37392, 5.71780, -10.29754], [4.99589, 5.12395, -9.62349], [4.75812, 6.68470, -10.30933], [3.12727, 8.10548, -9.20428], [2.77823, 8.14280, -7.52339], [1.54289, 6.26851, -9.50602], [0.83306, 7.81162, -9.00301], [0.17075, 5.67642, -7.50609], [0.83937, 6.85490, -6.60138], [1.62329, 3.87680, -9.12479], [0.85676, 3.14693, -7.83968], [2.52280, 3.08441, -7.85476], [2.26011, 3.75646, -5.10325], [0.83418, 4.73028, -5.31614], [2.33999, 5.48943, -5.05550], [6.07436, 6.46489, -7.64452], [5.15967, 7.23298, -6.60187], [5.44365, 7.90949, -8.21613], [-9.24174, -3.26927, 2.13909], [-7.90032, -2.56340, 1.99265], [-7.83304, -1.26576, 2.89555], [-7.75095, -1.57128, 4.39168], [-6.47871, -2.41626, 4.62639], [-6.42705, -3.76086, 3.89618], [-6.79518, -3.48030, 2.37517], [-6.68503, -4.65301, 1.60035], [-7.49981, -4.79721, 4.51922], [-4.97427, -4.29966, 4.02546], [-7.61269, -2.18656, 0.54249], [-9.45849, -4.19496, 1.60598], [-10.13349, -2.64483, 2.08459], [-9.33099, -3.66396, 3.15121], [-8.61967, -0.52984, 2.72903], [-6.96076, -0.68299, 2.59957], [-8.64064, -2.09894, 4.73533], [-7.51534, -0.70046, 5.00346], [-6.47524, -2.76218, 5.66003], [-5.53764, -1.90622, 4.42061], [-7.61674, -5.60728, 3.79935], [-8.45568, -4.32269, 4.74113], [-7.11739, -5.17702, 5.46664], [-4.22185, -3.52391, 3.88342], [-4.76958, -5.07939, 3.29183], [-4.78262, -4.74535, 5.00155], [-8.34926, -1.45039, 0.22055], [-7.70079, -2.90736, -0.27039], [-6.66703, -1.66189, 0.67864], [-3.02849, -5.99062, -6.54810], [-4.42965, -6.58370, -7.11564], [-5.66433, -6.16131, -6.21069], [-7.06348, -6.46336, -6.79572], [-7.31782, -5.67870, -8.01906], [-6.16667, -5.87956, -9.10490], [-4.75027, -5.94776, -8.52505], [-3.72710, -6.27513, -9.44390], [-6.31808, -4.85133, -10.33101], [-6.46314, -7.31832, -9.69298], [-4.37712, -8.15463, -7.07863], [-2.24634, -6.22271, -7.27092], [-2.78217, -6.40272, -5.56954], [-3.00360, -4.90138, -6.51623], [-5.67843, -5.08762, -6.02340], [-5.55902, -6.57822, -5.20910], [-7.76254, -6.32083, -5.97164], [-7.09407, -7.52400, -7.04513], [-7.32200, -4.63502, -7.70472], [-8.32227, -5.89104, -8.38525], [-6.25356, -3.82500, -9.96966], [-7.20979, -4.85688, -10.95783], [-5.52331, -4.83097, -11.07668], [-6.44631, -8.18532, -9.03258], [-5.90350, -7.50766, -10.60897], [-7.50442, -7.30222, -10.01481], [-3.40125, -8.62928, -7.18109], [-4.93653, -8.74977, -7.80041], [-4.60268, -8.48879, -6.06593], [3.82797, -5.40960, 4.67346], [5.25395, -5.06505, 4.04026], [5.98054, -3.90457, 4.80685], [7.46037, -3.74565, 4.74082], [8.13090, -5.14264, 4.90186], [7.67672, -6.31275, 4.02032], [6.09360, -6.32438, 4.03254], [5.35916, -7.61045, 3.87495], [8.29524, -7.60395, 4.69774], [8.22285, -6.18444, 2.58712], [5.10475, -4.60623, 2.54804], [3.24340, -6.20075, 4.20395], [3.11752, -4.58293, 4.67321], [3.85487, -5.76543, 5.70339], [5.67528, -3.92023, 5.85312], [5.71707, -2.89395, 4.49486], [7.85347, -3.00048, 5.43240], [7.69687, -3.36273, 3.74808], [8.06735, -5.48266, 5.93552], [9.19505, -4.90749, 4.88213], [7.94020, -7.55334, 5.72705], [9.37481, -7.56622, 4.84340], [8.04995, -8.47810, 4.09459], [9.31126, -6.20939, 2.53350], [7.96680, -5.35775, 1.92446], [7.76751, -7.03250, 2.07569], [4.78192, -5.38641, 1.85869], [6.01516, -4.14571, 2.16438], [4.30896, -3.87163, 2.42477], [8.07843, 1.06300, -1.93320], [9.66735, 1.44867, -1.54975], [10.29484, 0.52362, -0.59189], [9.99464, 2.87559, -1.51218], [10.19367, 1.02877, -2.92615], [7.36762, 1.69679, -0.87311], [6.80228, 2.96193, -1.18100], [7.73392, 1.33118, 0.49187], [6.09149, 0.77098, -1.16082], [-2.43056, -0.35020, 0.61561], [-1.81848, 1.24587, 0.86977], [-2.80739, 2.34528, 0.68433], [-0.37879, 1.47142, 0.47401], [-1.72996, 1.08260, 2.50116], [-1.85235, -0.38437, -0.70888], [-0.47412, -0.86980, -0.91879], [-2.33661, 0.50753, -1.76574], [-2.67701, -1.68678, -1.10752]], "e_above_lowest_kcal_mol": 34.71, "gap_ha": 0.1120, "e_tot_ha": -5617.7239, "total_charge": 5, "e_lumo_ev": -11.07}

***

{"formula": "C51H113B2O4", "method": "the ωB97M-V functional and the def2-TZVPD basis", "symbols": ["C", "C", "C", "C", "C", "C", "C", "C", "C", "C", "C", "C", "C", "C", "C", "C", "C", "C", "C", "C", "C", "O", "B", "C", "O", "C", "C", "O", "C", "B", "O", "C", "C", "H", "H", "H", "H", "H", "H", "H", "H", "H", "H", "H", "H", "H", "H", "H", "H", "H", "H", "H", "H", "H", "H", "H", "H", "H", "H", "H", "H", "H", "H", "H", "H", "H", "H", "H", "H", "H", "H", "H", "H", "H", "H", "H", "H", "H", "H", "H", "H", "H", "H", "H", "H", "H", "H", "H", "H", "H", "C", "C", "C", "C", "C", "C", "H", "H", "H", "H", "H", "H", "H", "H", "H", "H", "H", "H", "H", "H", "C", "C", "C", "C", "C", "C", "H", "H", "H", "H", "H", "H", "H", "H", "H", "H", "H", "H", "H", "H", "C", "C", "C", "C", "C", "C", "H", "H", "H", "H", "H", "H", "H", "H", "H", "H", "H", "H", "H", "H", "C", "C", "C", "C", "C", "C", "H", "H", "H", "H", "H", "H", "H", "H", "H", "H", "H", "H", "H", "H"], "xyz": [[-4.21349, -6.18796, -5.48905], [-2.86908, -5.89408, -6.10081], [-1.97491, -5.06718, -5.20144], [-0.87487, -5.89677, -4.52764], [-1.04535, -5.97285, -3.01510], [-0.37005, -4.82608, -2.30409], [0.84777, -5.28543, -1.55679], [1.54431, -4.14005, -0.86022], [0.72856, -3.67154, 0.33814], [1.57683, -2.86886, 1.29848], [1.81287, -1.46534, 0.79891], [0.58662, -0.56574, 0.68422], [-0.51993, -0.90364, 1.65253], [-1.58021, 0.17200, 1.90495], [-1.29940, 0.86677, 3.22633], [-2.45725, 1.68451, 3.80320], [-2.17323, 3.03950, 4.45058], [-1.46193, 2.88537, 5.77460], [0.02522, 2.68216, 5.76905], [0.81820, 3.94440, 5.42920], [1.41374, 4.14024, 4.07812], [0.47745, 4.26226, 3.05730], [0.92062, 5.35672, 2.15147], [-0.21767, 6.07227, 1.20955], [-1.56056, 5.54154, 1.30315], [-2.03865, 5.05399, 0.10161], [-2.27782, 6.10984, -0.96516], [1.61306, 6.29542, 3.05794], [2.09731, 5.54982, 4.13641], [3.68548, 5.64244, 4.17273], [4.22724, 6.67936, 4.92450], [4.69054, 4.70309, 3.43007], [4.64501, 4.88132, 1.92111], [-4.10614, -6.76724, -4.59365], [-4.72900, -5.27801, -5.27120], [-4.79384, -6.76615, -6.18092], [-2.42371, -6.83411, -6.34237], [-3.04899, -5.38516, -7.03168], [-1.50161, -4.32479, -5.80258], [-2.53689, -4.61536, -4.41392], [-0.89511, -6.90602, -4.89357], [0.08568, -5.48178, -4.76250], [-2.10252, -5.99275, -2.82309], [-0.64689, -6.91500, -2.68933], [-1.04741, -4.37179, -1.62030], [-0.04810, -4.09512, -3.02337], [1.50749, -5.80338, -2.23038], [0.49093, -5.95666, -0.79801], [1.56153, -3.33384, -1.56600], [2.54644, -4.41087, -0.59253], [-0.06916, -3.06948, -0.03285], [0.36586, -4.54517, 0.84212], [1.17855, -2.89318, 2.29400], [2.53116, -3.35600, 1.32415], [2.26778, -1.57411, -0.16547], [2.55817, -1.00529, 1.41650], [0.26325, -0.63516, -0.33598], [0.93347, 0.44211, 0.81459], [-0.07870, -1.13230, 2.60265], [-1.01339, -1.79229, 1.32059], [-1.62920, 0.85430, 1.09119], [-2.51444, -0.35347, 2.03045], [-1.11138, 0.06748, 3.92027], [-0.39875, 1.43468, 3.14339], [-2.86549, 1.11136, 4.61747], [-3.23426, 1.81600, 3.07655], [-1.70964, 3.72666, 3.76842], [-3.14135, 3.45230, 4.67968], [-1.94781, 2.05692, 6.26001], [-1.64259, 3.74291, 6.39548], [0.30464, 2.42497, 6.77584], [0.33120, 1.84997, 5.17569], [0.25351, 4.80901, 5.69554], [1.66163, 3.93437, 6.09804], [2.09748, 3.34185, 3.79514], [1.74618, 4.82262, 1.36390], [0.12769, 6.05771, 0.19544], [-0.28501, 7.11681, 1.47005], [-2.98293, 4.58258, 0.29588], [-1.41468, 4.28128, -0.29698], [-3.30572, 6.40244, -1.03845], [-1.96263, 5.72873, -1.91146], [-1.68935, 6.98349, -0.78894], [1.77721, 6.11532, 5.00352], [4.11245, 6.47688, 5.86367], [4.44444, 3.68806, 3.66792], [5.68316, 4.91095, 3.78771], [3.89323, 4.26177, 1.50071], [5.59618, 4.60120, 1.50986], [4.47517, 5.90515, 1.66692], [2.07004, 1.31301, -2.29708], [2.36073, 1.05918, -3.77674], [3.81447, 1.32762, -4.15983], [4.26954, 2.77208, -3.95412], [3.44751, 3.81728, -4.70378], [3.50033, 3.65980, -6.22244], [2.23610, 2.34726, -2.01558], [1.03226, 1.07819, -2.06745], [2.70199, 0.68555, -1.66580], [1.68832, 1.66427, -4.39244], [2.13076, 0.01400, -4.01205], [3.96875, 1.03806, -5.20524], [4.46446, 0.67341, -3.56958], [5.31733, 2.85369, -4.26409], [4.25427, 3.00972, -2.88933], [3.82565, 4.80750, -4.43944], [2.40810, 3.79051, -4.36875], [4.52888, 3.72558, -6.58488], [2.92301, 4.44533, -6.71287], [3.08776, 2.70223, -6.54357], [-4.96793, 4.34129, 2.18303], [-6.10207, 3.59311, 1.48440], [-6.44077, 4.15471, 0.10529], [-6.93456, 5.60100, 0.10404], [-8.17247, 5.85876, 0.96018], [-9.40393, 5.08145, 0.50010], [-5.22813, 5.38476, 2.37102], [-4.74632, 3.88027, 3.14501], [-4.05777, 4.32227, 1.59266], [-6.99231, 3.59076, 2.12196], [-5.81011, 2.54573, 1.36553], [-7.18967, 3.51148, -0.36810], [-5.55239, 4.09411, -0.52809], [-7.15061, 5.89357, -0.92905], [-6.12959, 6.25989, 0.43804], [-8.39977, 6.92763, 0.92689], [-7.96251, 5.62454, 2.00672], [-9.65768, 5.33133, -0.53227], [-10.26761, 5.32014, 1.12300], [-9.24546, 4.00429, 0.55977], [0.11954, -2.51369, 5.57472], [1.27096, -3.48036, 5.83992], [0.97759, -4.91029, 5.39034], [-0.19897, -5.57954, 6.10118], [-0.07536, -5.65085, 7.62168], [1.11977, -6.47410, 8.09695], [-0.78085, -2.79163, 6.12489], [0.39122, -1.50277, 5.87946], [-0.12252, -2.48787, 4.51059], [1.53026, -3.46090, 6.90251], [2.15502, -3.12714, 5.30402], [1.87821, -5.51667, 5.52350], [0.77590, -4.90848, 4.31462], [-0.31100, -6.59450, 5.70636], [-1.12435, -5.05696, 5.84581], [-0.98973, -6.09588, 8.02243], [-0.01661, -4.64437, 8.04347], [1.06047, -7.49755, 7.72111], [1.14880, -6.52005, 9.18646], [2.06423, -6.04379, 7.76284], [2.79799, -3.89516, -4.52402], [3.72710, -3.28626, -5.57015], [3.04945, -3.06147, -6.92017], [2.54356, -4.33194, -7.60477], [3.61049, -5.39455, -7.85928], [4.72367, -4.92688, -8.79413], [2.44615, -4.88447, -4.82407], [3.31333, -4.00754, -3.56957], [1.92647, -3.25765, -4.35916], [4.61151, -3.91887, -5.68793], [4.08806, -2.32328, -5.20200], [3.74425, -2.53925, -7.58353], [2.20246, -2.38289, -6.78257], [2.08618, -4.05262, -8.55915], [1.74042, -4.77358, -7.00786], [3.12749, -6.27083, -8.29916], [4.04418, -5.72897, -6.91330], [4.31738, -4.62680, -9.76200], [5.44371, -5.72749, -8.96841], [5.27076, -4.08036, -8.37840]], "e_above_lowest_kcal_mol": 27.65, "gap_ha": 0.2199, "e_tot_ha": -2361.7268, "total_charge": -1, "e_lumo_ev": 2.05}